Record 1
C4H7ClO2 | ωB97M-V/def2-TZVPD

Geometry as XYZ:
```
14
Properties=species:S:1:pos:R:3:forces:R:3
C 0.98547 -1.19866 -0.12045 -1.02 -0.88 -1.16
C -0.51638 -1.08396 -0.28653 -0.65 0.15 1.13
C -1.30931 -0.05197 0.00844 0.59 0.49 0.36
C -0.74527 1.34398 0.42834 -1.04 -0.07 0.18
H 2.56361 -0.02008 0.09887 0.24 -0.39 -0.10
H 1.17161 -2.00264 0.61295 0.09 0.29 -0.15
H 1.23173 -1.59309 -1.13117 0.78 0.27 0.51
H -0.94982 -2.05041 -0.53688 -0.09 0.20 -0.15
H -0.01341 1.28829 1.24404 -0.38 -0.53 -0.09
H -1.57621 1.95143 0.81577 0.16 -0.13 -0.38
H 0.77574 1.60572 -0.65750 -1.34 0.75 -0.29
O 1.61593 0.00011 0.22213 -0.03 0.54 0.06
O -0.13073 2.02845 -0.64754 1.31 -0.83 0.13
Cl -3.10298 -0.21716 -0.05047 1.39 0.15 -0.09
```
Positions in Å, forces in eV/Å.

- ΔE to the lowest compared entry with this formula, charge and spin: 1.0617 eV


Record 2
C32H63FN2O14S5 | ωB97M-V/def2-TZVPD

Geometry as XYZ:
```
117
Properties=species:S:1:pos:R:3:forces:R:3
C 0.35076 1.22224 -3.09659 1.41 0.49 0.77
C 0.01396 0.48668 -1.81536 -2.83 0.83 3.36
O -1.08340 0.55216 -1.13371 5.98 -0.74 -3.73
N 1.17175 -0.36829 -1.36810 -1.94 -1.79 1.62
H 1.10866 -1.13942 -2.07757 -0.80 -1.42 -1.10
H 2.15014 -0.15983 -1.65819 0.66 2.00 0.14
C 1.00215 -1.07439 0.00506 0.86 1.93 -0.14
H 1.31269 0.86440 -3.63253 -1.51 0.98 1.40
H 0.22239 2.34380 -2.95679 0.79 -1.34 0.12
H -0.45919 1.03735 -3.70967 -1.79 -0.63 -1.61
H 0.11688 -1.70288 0.01137 -0.20 0.51 0.03
H 1.04930 -0.21449 0.70203 -0.89 -0.72 -0.02
H 1.83964 -1.69573 0.34082 0.19 0.08 -0.96
C 4.90666 -2.20655 -1.91289 -1.21 2.18 -1.29
C 4.73815 -2.04054 -3.46507 4.44 0.08 -0.24
O 5.69322 -2.31940 -4.22239 -4.03 0.82 1.74
N 3.54489 -1.31996 -3.93869 2.89 0.09 -2.88
H 2.66318 -1.57654 -3.61252 -3.45 -2.42 1.62
H 3.61553 -0.40087 -3.52486 0.50 1.96 1.50
C 3.38174 -1.10505 -5.42568 0.17 -2.85 0.31
H 4.67004 -1.23573 -1.32600 -0.42 -1.67 -1.20
H 5.91907 -2.40630 -1.66838 0.95 -0.50 -0.30
H 4.29850 -3.06998 -1.74691 -0.61 -0.35 1.03
H 4.11399 -0.44855 -5.64055 2.55 2.50 -0.90
H 2.44406 -0.53442 -5.57886 0.18 -1.36 -0.22
H 3.79202 -2.04571 -6.02561 -2.02 1.70 1.24
O 3.55648 0.84844 -2.32884 -0.63 -1.38 -1.18
H 3.50913 1.21372 -1.46188 0.30 0.58 0.93
O 1.17506 -2.21058 -3.18291 6.85 6.35 7.91
H 0.73468 -2.63949 -3.73013 -6.39 -5.96 -7.62
F -3.36774 1.33206 -5.23704 -0.53 0.19 -0.08
C -2.79762 2.43991 -4.78261 4.76 2.56 0.07
C -1.57333 2.96343 -5.40578 -1.10 0.39 -0.81
C -0.87464 4.06679 -4.76821 -0.88 -2.38 -3.65
C -1.25218 4.54326 -3.57684 -4.66 -5.12 -2.08
C -2.36133 4.00828 -2.94135 0.94 -0.97 -3.04
C -3.11530 3.02366 -3.54170 2.59 0.32 -2.81
H -1.24358 2.66733 -6.48846 -0.71 0.28 2.34
H -0.10161 4.54909 -5.35899 0.21 -0.24 0.25
H -0.72588 5.19043 -3.16133 4.44 5.94 3.78
H -2.49590 4.31212 -1.99558 -1.21 0.88 3.31
H -3.88465 2.57916 -3.12690 -3.82 -1.80 2.71
C -0.02541 -6.33087 -0.49162 1.27 -0.33 2.67
C 1.26170 -6.05659 -1.16420 0.60 -1.98 -3.57
C 1.88655 -4.82795 -0.69226 3.66 -3.02 3.29
S 1.55539 -5.05551 1.09943 2.47 1.78 0.85
O 1.07570 -3.82178 1.66891 -0.75 0.05 -0.17
O 2.69852 -5.67978 1.68801 0.97 -0.23 0.49
C 0.40610 -6.33451 1.03057 -3.27 -1.67 -0.47
H -0.62198 -7.15426 -0.77707 -0.16 -1.17 -0.41
H -0.63667 -5.50303 -0.50222 -1.61 2.09 -0.60
H 1.18088 -5.75358 -2.20630 -0.55 -1.11 -0.71
H 1.88965 -7.00722 -1.09048 -0.34 1.53 -0.11
H 1.48238 -3.96151 -0.90069 -2.94 4.17 -1.65
H 2.96056 -4.68473 -1.04666 -1.09 -0.67 1.30
H -0.50860 -6.36655 1.69178 1.02 1.10 -0.51
H 0.93558 -7.19709 1.39340 0.51 -0.50 -0.47
C 0.88741 5.59142 1.62304 3.18 1.82 3.22
C 0.99887 5.48733 0.14730 -3.29 0.98 0.08
C 1.97765 4.57036 -0.29374 5.77 -1.72 -2.24
S 2.01103 3.32955 0.92106 1.25 -4.28 1.74
O 3.40224 2.89565 1.11711 -1.64 -0.04 -0.66
O 0.93089 2.30273 0.81573 1.83 2.13 -0.42
C 1.61358 4.35313 2.24950 -2.00 2.93 4.68
H -0.06439 5.67193 1.97279 -3.28 -0.84 0.19
H 1.13890 6.55712 2.30024 0.90 -1.51 -2.37
H 0.99220 6.40035 -0.31282 0.65 2.53 -1.26
H 0.04464 5.12794 -0.16449 -1.05 -0.66 -0.37
H 3.12188 5.00882 -0.05991 -2.85 -1.08 -1.13
H 1.95329 4.00265 -1.35102 -0.08 1.67 2.30
H 2.35844 4.74043 3.09033 -0.57 -1.33 -2.58
H 0.79367 3.98585 2.95327 1.27 -0.72 -1.22
C -3.30166 -1.93973 -0.04633 -1.30 -5.21 -0.06
C -2.72371 -3.35128 0.53419 0.34 0.96 -4.15
C -3.53397 -3.89065 1.61247 -1.19 -3.10 -1.93
S -5.03519 -3.05110 1.58340 -3.30 0.76 0.21
O -5.07944 -2.04320 2.59220 0.43 0.46 1.58
O -6.20429 -3.89794 1.42376 0.96 -0.14 0.23
C -4.79679 -2.19814 0.10390 0.38 4.48 0.29
H -2.95267 -1.76589 -1.03473 0.22 0.43 -0.60
H -3.01564 -1.31410 0.66730 1.46 3.54 2.43
H -1.75207 -3.20186 0.86665 1.98 0.38 0.55
H -2.63884 -4.13328 -0.27183 -0.21 1.00 0.37
H -3.06620 -3.78117 2.49233 1.26 0.50 3.50
H -3.62755 -4.97804 1.38426 -0.61 0.74 0.70
H -5.46093 -1.21137 0.03988 1.17 -2.53 0.19
H -5.02197 -2.95144 -0.51803 -1.47 -2.12 -3.26
C 0.55682 0.44418 3.92791 2.04 -3.68 -2.07
C 2.09904 0.95607 4.10352 -8.09 6.35 -0.58
C 2.75172 0.14653 4.92056 3.46 -6.41 6.56
S 2.26251 -1.58203 4.50575 -2.37 2.15 6.76
O 2.26864 -2.47197 5.61842 0.73 -0.58 1.41
O 2.92200 -1.93704 3.38906 4.00 -1.89 -7.25
C 0.61926 -1.26810 4.23556 -1.19 2.19 -5.36
H 0.01180 0.69848 2.99865 1.25 -0.45 -0.32
H -0.20416 0.73491 4.53599 -1.33 1.31 2.95
H 1.91448 1.94665 4.83207 0.91 -1.42 -3.04
H 2.50440 0.94721 3.14516 0.79 1.22 -1.67
H 2.50854 0.19008 6.01183 -0.24 0.17 -0.74
H 3.81941 0.24915 4.92707 0.75 -0.29 -0.35
H 0.00400 -1.47945 5.04229 -0.86 -0.53 1.50
H 0.38108 -1.99365 3.29841 0.23 1.92 2.06
C -3.16055 3.86181 3.40916 0.18 1.87 0.55
C -4.54012 3.32399 3.06759 1.25 2.65 0.80
C -4.40544 2.10044 2.35071 -1.57 -2.42 -0.83
S -2.84867 2.18784 1.49148 -0.10 -2.37 1.50
O -3.05045 2.38072 0.10643 -0.03 0.13 -1.63
O -2.12996 1.08792 2.08877 0.57 -0.15 -0.75
C -2.22936 3.62586 2.22317 -0.08 2.06 0.86
H -2.89326 3.47401 4.35462 1.04 -1.36 0.74
H -3.03236 4.93902 3.67548 -0.97 -0.39 -0.52
H -4.91774 3.91130 2.29826 -1.44 2.27 -0.50
H -5.13792 3.17565 3.92653 -0.95 0.49 0.72
H -5.32441 2.03477 1.73485 0.97 -0.46 -0.38
H -4.49596 1.31063 3.07807 0.88 -1.01 -0.32
H -2.29299 4.51065 1.56005 -0.19 -0.69 -0.02
H -1.20848 3.58366 2.57033 0.32 -0.71 -0.29
```
Positions in Å, forces in eV/Å.

- ΔE to the lowest compared entry with this formula, charge and spin: 0.5727 eV